No. 1
# C23H23ClN2S

The molecule C23H23ClN2S in a non-equilibrium geometry (ωB97M-V/def2-TZVPD, the Open Molecules 2025 dataset).

F_max in eV/A: 2.91
Energy in Ha: -1858.068651
SMILES: CN(C)[C@H]1CCCc2c(C#Cc3ccc4c(Cl)c(CN)sc4c3)cccc21
ΔE to the lowest compared entry with this formula, charge and spin in kJ/mol: 273.0
2S+1: 1

```
50
Properties=species:S:1:pos:R:3:forces:R:3
C 1.3844 6.1714 0.2648 -0.4514 0.8972 0.8494
N 1.3058 6.1944 1.7269 1.0141 -1.1364 0.3041
C 0.9260 7.4900 2.2795 -0.0187 -1.4118 0.0752
C 0.7800 4.9641 2.4133 -0.4870 0.8910 -0.1931
C -0.7504 4.7267 2.2354 0.2151 -0.3953 -1.1901
C -1.1331 3.8697 0.9758 0.1158 0.8025 1.0907
C -0.3960 2.5466 1.0155 0.3972 -0.1032 -0.6816
C 1.0669 2.6003 1.4242 0.5739 0.7902 0.3765
C 1.9466 1.5175 1.1958 -0.1650 0.3292 0.4176
C 1.4528 0.2905 0.6594 -0.8147 -2.1350 -1.8032
C 1.0893 -0.7222 0.0628 0.7143 1.7651 1.2207
C 0.6973 -1.9720 -0.5374 0.3886 -0.4891 0.9322
C 0.5405 -2.1098 -1.9180 -0.3674 -0.4784 -1.0201
C 0.1261 -3.3435 -2.4423 0.4879 0.8526 1.1396
C -0.1094 -4.4358 -1.5858 -0.1150 0.3347 -1.6601
C -0.6163 -5.7399 -1.9363 -0.8452 -1.0893 1.7106
Cl -1.2901 -6.1770 -3.4919 0.5530 0.3428 0.4399
C -0.7864 -6.5512 -0.8217 0.3501 0.5827 -1.1029
C -1.3978 -7.9215 -0.7806 0.0585 -0.0256 0.1740
N -0.5711 -8.8890 -0.0418 -0.2324 -0.6111 0.1546
S -0.2478 -5.7704 0.6555 -0.0401 0.0265 -0.6895
C 0.1300 -4.3083 -0.2302 0.0708 0.0837 0.7580
C 0.5550 -3.0980 0.3009 -0.0339 0.6192 -0.3371
C 3.3126 1.6025 1.5103 -1.0638 0.2315 -0.4273
C 3.8305 2.7771 1.9931 1.0186 0.8179 0.7824
C 2.9930 3.8515 2.2729 -0.3929 -0.7427 -0.1719
C 1.6152 3.7435 2.0532 -0.0464 0.1612 -0.8724
H 0.4534 6.5560 -0.1386 -0.4985 0.1511 -0.4609
H 1.5195 5.1873 -0.1436 0.3111 -0.5037 0.0668
H 2.1688 6.8483 -0.1019 0.0184 -0.2633 0.1986
H 0.8214 7.3788 3.3631 -0.0233 0.1434 -0.1171
H -0.0286 7.7639 1.8531 -0.5509 0.6915 -0.0289
H 1.6759 8.2551 2.0824 0.0200 -0.0242 -0.1802
H 0.9668 5.1184 3.4984 -0.1679 0.1788 -0.5441
H -1.2894 5.6597 2.2019 0.0249 0.6239 -0.1031
H -1.1570 4.2432 3.1046 -0.0218 -0.5601 0.5502
H -0.9188 4.4022 0.0435 0.1614 0.0546 0.1914
H -2.2262 3.6926 0.9712 0.5131 0.0405 0.0537
H -0.5002 2.1244 0.0092 0.3140 -0.3377 0.2034
H -0.8878 1.8646 1.6821 -0.4370 -0.4685 0.4218
H 0.7456 -1.2527 -2.5963 -0.2629 -0.7513 0.6526
H 0.0176 -3.4401 -3.4938 -0.2054 -0.2029 -0.7263
H -2.4155 -7.8307 -0.3488 0.5254 -0.2073 0.0999
H -1.5350 -8.2730 -1.7891 -0.1499 0.2022 -0.6241
H 0.4298 -8.7205 -0.1682 -0.5463 -0.1571 -0.1696
H -0.8087 -9.8590 -0.3354 0.4409 1.1619 0.3667
H 0.7621 -2.9919 1.3546 -0.0760 0.0226 0.1089
H 3.9099 0.7541 1.2804 0.5385 -0.5011 0.0148
H 4.9082 2.8871 2.2341 -0.7882 -0.2425 -0.3558
H 3.3936 4.7839 2.6426 -0.0236 0.0390 0.1053
```
Forces are in eV/Å.

Results of the natural (NBO) charge analysis, in e, for atoms 1 through 4:
1. C -0.414
2. N -0.461
3. C -0.401
4. C -0.044

=====

No. 2
# C4H12NO2

A cluster of 2 separate species, C4H12NO2 in total in a non-equilibrium geometry (ωB97M-V/def2-TZVPD, the Open Molecules 2025 dataset).

F_max in eV/A: 2.04
Energy in Ha: -364.716949
ΔE to the lowest compared entry with this formula, charge and spin in kJ/mol: 112.6
2S+1: 2

```
19
Properties=species:S:1:pos:R:3:forces:R:3
C -1.3849 0.2256 0.9705 0.5842 -0.8175 -1.0018
C -0.1193 0.8619 1.5375 -0.4906 0.1356 0.2754
N 1.0528 0.0286 1.2845 -0.3712 0.4400 0.0879
C 1.5258 0.0522 -0.0732 0.1190 -1.0710 -0.4990
C 1.1219 -1.2442 -0.9570 0.4768 1.9809 0.1013
O 0.5349 -2.2074 -0.2774 0.0100 -0.7747 -0.0191
H -1.3400 -0.8568 1.1001 -0.1850 -0.0585 0.7623
H -2.3652 0.5829 1.2747 0.1348 0.3179 0.0355
H -1.2764 0.2149 -0.1171 -0.4640 0.4913 0.1906
H -0.2587 1.0669 2.6014 0.3130 -0.2799 0.0978
H 0.0731 1.8411 1.0974 -0.0577 0.0410 -0.1015
H 0.8173 -0.9233 1.5387 0.1641 -0.0186 0.0594
H 1.1761 0.9119 -0.6454 0.0890 0.2846 0.3457
H 2.6167 0.0491 -0.0724 0.0699 0.1170 -0.1240
H 1.9755 -1.4764 -1.6119 -0.0338 -0.6599 0.1075
H 0.3834 -0.8449 -1.6883 -0.0142 -0.3901 0.1830
H -0.9108 0.0446 -2.0130 -0.3302 0.3256 0.0450
H -1.9132 1.1741 -1.6480 0.1504 -0.0686 0.0362
O -1.7091 0.4991 -2.3010 -0.1645 0.0050 -0.5820
```
Forces are in eV/Å.

Results of the natural (NBO) charge analysis, in e, for atoms 1 through 4:
1. C -0.644
2. C -0.214
3. N -0.614
4. C -0.235

=====

No. 3
# C2F2I2

A cluster of 2 separate species, C2F2I2 in total in a non-equilibrium geometry (ωB97M-V/def2-TZVPD, the Open Molecules 2025 dataset).

F_max in eV/A: 1.15
Energy in Ha: -871.105668
ΔE to the lowest compared entry with this formula, charge and spin in kJ/mol: 433.0
2S+1: 1

```
6
Properties=species:S:1:pos:R:3:forces:R:3
C -0.6363 -0.7093 1.0764 0.7978 0.4256 0.6082
C 0.5953 0.8777 -1.0407 -1.0257 -0.2988 -0.4340
F -1.2084 -0.4177 2.2058 -0.1332 -0.1158 -0.3448
F 1.0396 0.1581 -2.0244 0.2555 0.0915 0.2323
I -1.9499 -1.7211 -0.1645 -0.6403 -0.3694 -0.3167
I 2.1598 1.8123 -0.0526 0.7459 0.2669 0.2550
```
Forces are in eV/Å.

Results of the natural (NBO) charge analysis, in e, for atoms 1 through 4:
1. C 0.226
2. C 0.220
3. F -0.331
4. F -0.337

=====

No. 4
# C9H7Cl2FeNO3Sm

A structure of composition C9H7Cl2FeNO3Sm in a non-equilibrium geometry (ωB97M-V/def2-TZVPD, the Open Molecules 2025 dataset).

F_max in eV/A: 11.40
Energy in Ha: -3467.938119
Charge: +4
2S+1: 11

```
24
Properties=species:S:1:pos:R:3:forces:R:3
Fe -0.4047 -1.6816 -4.0680 -1.8484 -1.0966 4.0508
Sm -0.1303 0.3875 0.4758 -1.0474 1.1919 -2.6480
Cl -0.8757 -1.6789 -1.9085 0.2961 0.4073 0.4578
Cl -1.9205 2.0482 0.4819 0.9378 -0.9139 0.0570
C 1.7373 1.9524 1.1880 4.6441 4.3664 1.7315
C -0.0475 -2.8089 -5.4678 4.5265 -7.2899 -7.4994
C -0.0988 0.0174 -4.6512 1.8962 10.5604 -0.6317
O 2.5502 2.7187 1.4841 -3.8802 -3.6389 -1.4084
O 0.5345 -3.4854 -6.2193 -3.4969 3.8221 4.0185
O 0.1207 1.1630 -4.6197 -1.1763 -6.0649 -0.5154
C -1.7923 -2.8261 5.8183 -0.6563 0.4109 -0.7618
C -1.5377 -2.1104 4.5267 -2.5941 -0.9077 1.6793
C -0.2307 -1.8814 4.1046 1.7959 -0.7183 1.3692
C 0.0078 -1.1905 2.9274 -1.7954 1.9714 -3.5407
N -1.0366 -0.7348 2.1573 2.3822 -1.5516 2.5168
C -2.3266 -0.9738 2.5630 -0.2933 -0.1129 0.2722
C -2.5945 -1.6589 3.7296 -0.2626 -0.1330 0.2290
H -1.3631 -3.8355 5.8029 0.3141 -0.0589 0.0289
H -1.3472 -2.2939 6.6689 0.3036 0.0057 0.0319
H -2.8649 -2.9201 6.0054 0.1659 0.0204 -0.0220
H 0.6109 -2.2341 4.7061 -0.1040 0.0241 -0.0908
H 1.0226 -0.9848 2.5404 -0.2615 -0.2589 0.5168
H -3.0881 -0.5764 1.8945 -0.1036 -0.0925 0.2279
H -3.6303 -1.8343 4.0277 0.2574 0.0573 -0.0697
```
Forces are in eV/Å.

Results of the Mulliken charge analysis, in e, for atoms 1 through 4:
1. Fe 0.326
2. Sm 1.752
3. Cl -0.284
4. Cl -0.270

=====

No. 5
# C41H47Cl5N5O3SSiTi

A structure of composition C41H47Cl5N5O3SSiTi (ωB97M-V/def2-TZVPD, the Open Molecules 2025 dataset).

F_max in eV/A: 0.56
Energy in Ha: -5928.523793
ΔE to the lowest compared entry with this formula, charge and spin in kJ/mol: 6.4
2S+1: 2

```
104
Properties=species:S:1:pos:R:3:forces:R:3
Ti 0.1342 1.1702 0.9808 -0.3381 0.0016 -0.4440
C 2.9710 0.5575 -2.6093 0.0533 0.0532 -0.0975
C 2.2781 0.3140 -1.4076 -0.0223 -0.0178 0.0305
N 1.8067 1.2749 -0.6503 -0.2177 -0.0731 0.1180
C 2.0090 2.5697 -1.0319 0.0833 0.0406 -0.1020
C 2.6762 2.9097 -2.2253 -0.0428 -0.0379 0.0703
C 3.1628 1.8440 -3.0195 -0.0195 -0.0461 0.0502
C 2.8174 4.2736 -2.5709 -0.0124 0.0627 0.0174
C 2.2946 5.2297 -1.7445 0.0445 -0.0517 -0.0724
C 1.6239 4.8947 -0.5515 -0.0079 -0.0363 0.0472
C 1.4865 3.5765 -0.1575 -0.1969 0.1108 0.1618
N 0.8829 3.0808 0.9812 0.3001 -0.0506 -0.2065
C 1.1361 3.6071 2.2365 0.0186 0.1591 0.1355
C 1.1373 4.9244 2.6398 -0.0437 -0.0459 -0.0970
C 1.4578 5.2788 3.9673 0.0236 -0.0214 0.0676
C 1.7805 4.3399 4.9032 -0.0070 0.0635 -0.0007
C 1.7745 2.9726 4.5407 -0.0497 -0.0972 -0.1080
C 2.0985 1.9226 5.4283 -0.0131 -0.0116 -0.0283
C 2.0746 0.6286 4.9916 0.0169 0.0262 0.0775
C 1.6772 0.3605 3.6720 -0.0281 0.0418 -0.0836
N 1.3533 1.3120 2.8234 0.0153 -0.1174 0.1117
C 1.4292 2.6163 3.2246 0.0615 0.0041 0.1540
H 3.3258 -0.2841 -3.1889 -0.0061 0.0267 0.0097
H 2.0977 -0.6990 -1.0777 -0.0287 -0.0147 0.0142
H 3.6809 2.0679 -3.9443 0.0005 -0.0058 -0.0083
H 3.3292 4.5396 -3.4864 0.0020 0.0083 -0.0104
H 2.3844 6.2750 -2.0107 0.0015 0.0097 -0.0024
H 1.1964 5.6862 0.0418 0.0092 0.0026 0.0065
H 0.8538 5.7070 1.9545 0.0006 -0.0047 -0.0023
H 1.4389 6.3261 4.2394 -0.0009 0.0090 0.0120
H 2.0292 4.6192 5.9186 0.0017 0.0081 0.0109
H 2.3645 2.1617 6.4507 0.0063 -0.0120 0.0149
H 2.3212 -0.1935 5.6482 0.0048 -0.0015 -0.0073
H 1.5953 -0.6565 3.3060 0.0034 0.0294 0.0031
Cl -1.3996 -0.3589 3.7912 -0.0437 -0.0871 0.0567
C -1.7990 1.3271 3.6271 -0.0015 0.1669 0.0257
C -1.5334 1.9611 2.4123 0.1848 -0.0750 -0.0931
C -2.0306 3.2625 2.3296 -0.0039 -0.0647 0.1431
Cl -1.9652 4.1249 0.8157 -0.0319 0.1065 -0.0902
C -2.6055 3.9436 3.4056 0.0323 -0.0333 -0.0803
Cl -3.1108 5.5853 3.2601 -0.0079 0.0221 -0.0022
C -2.7568 3.2895 4.6232 -0.0030 -0.0038 0.0185
Cl -3.4250 4.1137 5.9794 -0.0038 0.0016 -0.0088
C -2.3795 1.9551 4.7297 0.0373 -0.0434 -0.0903
Cl -2.6176 1.1189 6.2177 -0.0015 -0.0216 0.0190
C -2.0713 3.5525 -3.5983 0.0070 0.0073 0.0241
C -2.0952 2.5667 -2.4810 0.0047 0.0246 -0.0365
C -3.1026 1.7796 -1.9672 -0.0289 -0.0420 0.0676
C -2.5405 1.0954 -0.8778 0.0660 0.0416 0.0164
N -1.2602 1.4435 -0.7377 0.1209 -0.0530 0.1856
N -1.0111 2.3217 -1.7331 0.0249 0.0391 -0.0347
C -3.1841 0.0963 0.0166 0.0447 -0.0044 -0.0048
H -2.7048 3.2190 -4.4179 0.0061 -0.0124 -0.0047
H -1.0577 3.6876 -3.9761 0.0007 0.0047 -0.0180
H -2.4400 4.5222 -3.2609 0.0044 0.0027 0.0016
H -4.1154 1.7075 -2.3236 -0.0222 -0.0023 -0.0087
H -0.1256 2.8057 -1.7730 -0.0695 -0.0525 0.0152
H -4.2684 0.1836 -0.0301 -0.0070 0.0276 -0.0034
H -2.8563 0.2381 1.0472 -0.0403 -0.0303 -0.0209
H -2.8929 -0.9061 -0.2972 -0.0030 -0.0139 -0.0002
C 2.8055 -3.7437 0.1682 -0.0517 0.0170 -0.0616
C 2.4656 -3.6749 -1.3173 0.0935 -0.0105 -0.0340
C 2.1104 -5.0554 -1.8565 0.0131 0.0206 0.0066
C 3.6431 -3.0920 -2.0924 -0.0257 -0.0222 0.0580
O 1.3620 -2.7851 -1.5577 -0.0486 0.0179 0.0214
Si -0.0193 -2.5568 -0.6898 0.0133 0.1189 0.0822
S 0.2154 -1.2906 0.9627 0.1053 0.0483 0.0320
O -1.1260 -1.9084 -1.6991 0.0051 0.1327 0.0175
C -1.3712 -2.0826 -3.0995 -0.0029 -0.0670 -0.0639
C -0.4280 -1.1569 -3.8592 -0.0001 -0.0106 0.0269
C -2.8204 -1.6775 -3.3293 0.0118 -0.0191 0.0151
C -1.1631 -3.5385 -3.5070 0.0115 0.0630 0.0382
O -0.4585 -4.0497 -0.1953 0.0221 -0.0866 -0.0943
C -1.4613 -4.5417 0.7014 -0.0394 -0.0269 0.0944
C -2.6419 -3.5815 0.7937 0.0643 0.0117 -0.0021
C -0.8127 -4.7218 2.0689 -0.0167 0.0235 -0.0230
C -1.9102 -5.8813 0.1331 0.0286 0.0329 0.0117
H 3.6859 -4.3712 0.3130 0.0182 -0.0110 0.0207
H 1.9766 -4.1679 0.7356 0.0109 -0.0016 0.0109
H 3.0129 -2.7462 0.5568 0.0122 0.0082 0.0250
H 2.9459 -5.7425 -1.7119 0.0013 -0.0124 0.0027
H 1.8920 -5.0000 -2.9242 0.0048 0.0015 -0.0126
H 1.2350 -5.4441 -1.3393 -0.0166 -0.0177 0.0025
H 4.5057 -3.7565 -2.0303 0.0131 -0.0075 -0.0060
H 3.9307 -2.1232 -1.6786 -0.0050 -0.0233 -0.0191
H 3.3753 -2.9674 -3.1428 -0.0086 0.0078 -0.0140
H -0.5730 -0.1268 -3.5237 -0.0045 -0.0019 -0.0007
H -0.6162 -1.2092 -4.9329 -0.0065 0.0047 -0.0229
H 0.6059 -1.4464 -3.6675 0.0200 0.0101 -0.0044
H -2.9770 -0.6460 -3.0151 0.0043 -0.0079 -0.0116
H -3.4877 -2.3235 -2.7561 -0.0042 -0.0084 0.0053
H -3.0755 -1.7659 -4.3865 -0.0137 0.0016 -0.0148
H -0.1226 -3.8290 -3.3689 0.0028 -0.0259 -0.0066
H -1.4305 -3.6808 -4.5552 -0.0016 0.0116 -0.0130
H -1.7894 -4.1899 -2.8959 -0.0091 -0.0211 -0.0028
H -2.3201 -2.6259 1.2108 -0.0286 0.0100 0.0027
H -3.4115 -3.9981 1.4443 -0.0205 -0.0191 0.0028
H -3.0730 -3.4097 -0.1940 -0.0141 -0.0013 -0.0186
H -0.4543 -3.7592 2.4359 -0.0015 -0.0088 0.0214
H 0.0340 -5.4059 1.9931 0.0080 -0.0165 0.0041
H -1.5286 -5.1303 2.7838 -0.0069 -0.0033 0.0131
H -2.3527 -5.7412 -0.8541 -0.0089 -0.0072 -0.0086
H -2.6505 -6.3444 0.7865 -0.0138 -0.0147 0.0037
H -1.0572 -6.5544 0.0382 0.0070 -0.0066 -0.0035
```
Forces are in eV/Å.

Results of the Mulliken charge analysis, in e, for atoms 1 through 4:
1. Ti -0.873
2. C -0.770
3. C 0.072
4. N 0.882

=====

No. 6
# C4H5NO4S

A structure of composition C4H5NO4S in a non-equilibrium geometry (ωB97M-V/def2-TZVPD, the Open Molecules 2025 dataset).

F_max in eV/A: 6.35
Energy in Ha: -909.128083
ΔE to the lowest compared entry with this formula, charge and spin in kJ/mol: 330.0
2S+1: 1

```
15
Properties=species:S:1:pos:R:3:forces:R:3
C -0.0514 -0.4810 0.5774 -1.0649 1.6908 -0.4269
C 0.7623 -0.1325 -0.5911 -0.5944 0.6796 -1.6266
C -0.9526 0.3999 1.0512 0.6098 -0.9178 -1.7271
C 1.8998 -0.7674 -1.0020 -5.1874 3.2965 -1.6028
N 2.4068 -1.6766 -0.1582 3.9041 0.4100 -0.7216
O 1.8467 -2.5656 0.3456 -1.7421 -2.3275 1.5863
O 3.6217 -1.4384 -0.0288 1.3034 -1.3302 0.7179
O 2.7970 1.0488 0.6484 0.9062 0.4069 0.4782
O 4.6672 1.1936 -0.9495 -0.8153 -1.0386 2.5756
S 4.1810 0.7244 0.3735 0.3669 1.7901 -2.4240
H -0.0992 -1.4615 0.9479 0.6034 -1.0712 0.5828
H 0.3291 0.7752 -1.2191 1.3821 -1.9273 1.3970
H -1.6681 0.0845 1.7725 -0.2866 0.1458 0.6915
H -1.1171 1.2892 0.4616 0.0176 0.5138 0.4920
H 2.4572 -0.3615 -1.8210 0.5973 -0.3210 0.0077
```
Forces are in eV/Å.

Results of the natural (NBO) charge analysis, in e, for atoms 1 through 4:
1. C -0.273
2. C -0.064
3. C -0.288
4. C -0.159